[1]
C56H46CrI2NO2P3Si | wB97M-V/def2-TZVPD

As for the multiplicity: 5. The calculation puts the calculated total energy at -5320.26111 Eh. The calculation puts the HOMO-LUMO gap (spin up / spin down) at 0.2223 / 0.2190 Eh. The calculation puts the energy above the lowest of the compared OMol25 structures with the same formula, charge and spin at 1.666 eV.

Geometry (Å):
Cr (0.45338, 0.15958, 1.71396)
C (5.30524, 3.46408, 3.31246)
C (4.83727, 3.41219, 1.97950)
C (4.15282, 2.31003, 1.54954)
C (3.89914, 1.27087, 2.40510)
C (4.37042, 1.30931, 3.73818)
C (5.06071, 2.41978, 4.18511)
P (2.82984, -0.08130, 1.75723)
C (3.15366, -1.40288, 2.96205)
C (4.33758, -2.13441, 2.89575)
C (4.62152, -3.07446, 3.85614)
C (3.78260, -3.24495, 4.97132)
C (2.56081, -2.60506, 5.01911)
C (2.28836, -1.66423, 4.02289)
C (3.52137, -0.37974, 0.07668)
C (4.89968, -0.40055, -0.03777)
C (5.45579, -0.53473, -1.29616)
C (4.64212, -0.63841, -2.39993)
C (3.25416, -0.58466, -2.23894)
C (2.63279, -0.44434, -0.99842)
Si (0.73264, -0.49463, -0.78880)
C (0.10339, 0.56232, -2.23617)
C (0.37286, 0.01896, -3.50942)
C (0.10958, 0.64510, -4.66746)
C (-0.49600, 1.86744, -4.63747)
C (-0.86936, 2.41864, -3.42551)
C (-0.65521, 1.75199, -2.22190)
P (-1.66054, 2.19568, -0.72088)
C (-2.79159, 3.46358, -1.38248)
C (-2.58664, 4.87089, -1.35819)
C (-3.54946, 5.69943, -1.83237)
C (-4.70454, 5.13663, -2.35759)
C (-4.84322, 3.78530, -2.54715)
C (-3.92602, 2.93902, -1.93812)
C (-0.51473, 3.11400, 0.36073)
C (0.80145, 3.45953, 0.08284)
C (1.45097, 4.34354, 0.91106)
C (0.92178, 4.76522, 2.11839)
C (-0.37574, 4.30586, 2.44390)
C (-1.07919, 3.48334, 1.60438)
C (0.37672, -2.29824, -1.46468)
C (1.40186, -3.23195, -1.41705)
C (1.32473, -4.55554, -1.86550)
C (0.12470, -4.99886, -2.39208)
C (-0.91659, -4.08469, -2.47721)
C (-0.82479, -2.79676, -1.97305)
P (-2.31202, -1.70195, -1.70559)
C (-3.36070, -2.15548, -3.10191)
C (-2.84584, -2.48348, -4.34826)
C (-3.64117, -2.83172, -5.42787)
C (-5.02233, -2.74857, -5.29252)
C (-5.57140, -2.30231, -4.09314)
C (-4.73820, -2.00775, -3.03547)
C (-3.10353, -2.58345, -0.28630)
C (-3.39539, -1.85057, 0.88940)
C (-4.08343, -2.44951, 1.94392)
C (-4.33517, -3.83963, 1.93475)
C (-4.02048, -4.56570, 0.77873)
C (-3.47966, -3.89711, -0.31532)
H (5.74327, 4.34444, 3.69753)
H (5.05911, 4.28245, 1.32154)
H (3.79006, 2.20605, 0.47730)
H (4.25699, 0.50765, 4.45166)
H (5.29831, 2.51782, 5.23328)
H (5.04669, -2.06487, 2.10291)
H (5.57003, -3.57241, 3.81836)
H (4.07977, -3.88456, 5.77115)
H (1.81472, -2.76999, 5.76873)
H (1.34032, -1.06495, 4.04046)
H (5.48609, -0.34110, 0.83672)
H (6.51443, -0.58074, -1.40674)
H (5.01118, -0.74555, -3.40143)
H (2.58196, -0.63077, -3.09710)
H (0.82417, -0.96215, -3.51082)
H (0.30520, 0.16180, -5.65756)
H (-0.68796, 2.44422, -5.50241)
H (-1.50122, 3.29645, -3.42654)
H (-1.70570, 5.32875, -0.88342)
H (-3.48944, 6.75978, -1.82278)
H (-5.42480, 5.79418, -2.69012)
H (-5.79862, 3.38949, -2.89902)
H (-4.11414, 1.85508, -1.89263)
H (1.26143, 3.17043, -0.88461)
H (2.45502, 4.68685, 0.56547)
H (1.48486, 5.42994, 2.79375)
H (-0.74785, 4.59486, 3.45480)
H (-2.06280, 3.18559, 1.86140)
H (2.30281, -2.89945, -0.96280)
H (2.16042, -5.18923, -1.64601)
H (0.02886, -6.01705, -2.68511)
H (-1.86565, -4.35331, -2.90213)
H (-1.78464, -2.47828, -4.36479)
H (-3.16445, -3.27621, -6.32719)
H (-5.76319, -2.97572, -6.08611)
H (-6.66628, -2.32852, -4.00538)
H (-5.23060, -1.74027, -2.10628)
H (-3.06554, -0.83057, 0.92056)
H (-4.35983, -1.70064, 2.72126)
H (-4.70104, -4.34022, 2.83200)
H (-4.26648, -5.61058, 0.73138)
H (-3.22928, -4.42797, -1.23993)
N (0.42940, 1.39422, 3.52708)
C (-0.88828, 1.26861, 4.22747)
C (-1.96015, 0.78032, 3.22985)
O (-3.11766, 0.93599, 3.49237)
O (-1.44635, 0.24441, 2.19326)
H (1.15726, 1.36792, 4.24728)
H (0.55307, 2.33318, 3.21097)
H (-1.17267, 2.23329, 4.71001)
H (-0.72465, 0.47951, 5.00211)
I (-0.55171, -3.07487, 1.74615)
I (0.85859, -5.23799, 2.69162)

Forces on the atoms, in the same order (eV/Å):
-0.55 0.48 -0.02
-1.02 -0.39 -0.94
1.27 1.47 0.72
-0.62 0.07 -2.19
-0.20 -1.30 1.27
-0.14 -0.04 -0.67
-0.35 0.31 -0.26
0.03 0.24 -0.01
0.67 -0.43 -0.11
-0.39 -0.61 0.17
-0.19 0.35 1.31
0.08 -0.07 -0.76
0.27 0.87 -0.92
-1.25 0.94 -0.43
-0.56 0.10 1.47
-0.52 -0.35 -1.20
0.23 -0.11 0.32
-1.45 0.14 -0.09
-0.13 0.12 -0.47
0.70 -0.14 -0.07
-0.79 -0.43 0.36
-0.46 0.00 -0.63
0.79 -0.88 2.09
-0.15 -0.35 -2.84
-0.03 0.97 0.75
-0.69 -0.19 0.17
0.15 -0.05 0.44
0.57 -0.84 -0.20
1.28 1.00 0.67
1.11 -0.85 0.84
-0.96 -0.47 -0.31
1.23 -0.45 -0.46
-1.12 -0.36 1.07
-0.56 -0.73 -0.60
-0.60 -0.16 0.43
-0.62 0.01 -1.29
2.09 0.53 0.05
-0.59 -0.14 0.04
1.07 0.98 1.74
0.90 0.45 -1.02
0.21 -0.08 0.11
0.30 -0.34 -0.15
-0.51 1.09 0.84
0.37 0.71 0.08
-0.23 -0.19 0.15
-0.61 0.95 0.17
0.77 -0.07 0.37
-0.89 0.36 -0.59
0.09 -0.05 0.45
0.13 -0.52 -0.63
-0.84 0.12 -0.47
-0.14 -0.55 -0.60
-0.94 -0.16 1.00
-0.38 1.13 0.71
-0.16 -0.77 -1.15
0.21 0.60 0.27
0.35 0.90 -0.09
-0.26 0.87 0.41
0.33 -1.40 -0.86
0.63 0.84 0.12
-0.30 -0.86 0.44
0.49 0.41 1.45
-0.41 -0.33 -0.21
0.34 -0.12 0.05
0.19 0.40 -0.60
0.24 -0.37 0.00
0.13 -0.53 0.33
-0.04 -0.15 0.48
0.80 -0.81 0.18
0.79 0.21 0.71
0.67 0.02 -0.07
0.42 -0.04 -0.22
0.72 -0.05 0.06
-0.08 -0.14 -0.30
-0.04 0.40 1.03
-0.21 0.26 -0.98
0.21 0.20 -0.07
-0.21 -0.56 -0.30
0.32 0.73 0.25
-1.69 1.20 -0.76
0.41 0.07 -0.21
0.20 0.50 -0.13
-0.38 0.12 0.72
-0.83 -0.21 0.58
-0.41 -0.39 -0.45
-0.07 -0.26 -0.99
-0.87 -0.37 0.15
0.92 -0.03 0.23
0.25 -0.43 -0.27
-0.28 -0.59 -0.37
-0.19 -0.45 -0.13
0.85 -0.33 -0.70
-0.46 0.67 0.56
0.97 -0.10 0.31
0.57 0.38 0.18
0.22 0.08 0.17
-0.20 0.48 0.26
0.16 -1.25 -0.10
-0.18 0.16 -0.35
0.12 -0.30 -0.07
-0.38 -0.20 0.44
0.39 -0.52 1.19
0.61 0.06 0.45
1.54 0.49 0.68
-1.51 0.01 0.19
-0.21 -0.65 -1.07
-0.04 -0.48 -0.27
-0.24 0.89 -0.72
0.03 -0.84 -0.27
-0.48 0.64 -0.44
0.54 -0.85 0.70
-0.34 0.68 -0.30

[2]
C56H48MoN7P | wB97M-V/def2-TZVPD

As for the multiplicity: 1. The net charge is +2. The calculation puts the calculated total energy at -2955.27284 Eh. The calculation puts the HOMO-LUMO gap (spin up / spin down) at 0.2656 / 0.2657 Eh. The calculation puts the energy above the lowest of the compared OMol25 structures with the same formula, charge and spin at 0.000 eV.

Geometry (Å):
Mo (-0.15565, -0.08619, 0.52036)
C (-1.56605, 3.04459, -3.83135)
N (-1.47110, 2.66465, -2.42751)
C (-0.92578, 1.52547, -1.93511)
N (-1.05464, 1.51203, -0.60379)
C (-1.70720, 2.65911, -0.23958)
C (-1.95810, 3.39716, -1.37658)
C (-2.64893, 4.68905, -1.50425)
C (-3.94766, 4.82403, -1.01612)
C (-4.59217, 6.04807, -1.09617)
C (-3.94557, 7.13818, -1.66092)
C (-2.65214, 7.00867, -2.14500)
C (-2.00121, 5.78842, -2.06470)
C (-2.10710, 2.95030, 1.14512)
C (-1.71470, 4.12761, 1.77352)
C (-2.17694, 4.41638, 3.04985)
C (-3.03813, 3.54147, 3.69566)
C (-3.43602, 2.36678, 3.07087)
C (-2.96846, 2.06993, 1.79965)
P (-0.12250, 0.27291, -2.96997)
C (-0.91509, -1.21724, -2.25583)
N (-1.05214, -1.44202, -0.94790)
C (-1.73589, -2.60711, -0.78549)
C (-2.03022, -3.12023, -2.02821)
N (-1.49925, -2.22687, -2.93800)
C (-1.60127, -2.33796, -4.38694)
C (-2.77166, -4.33172, -2.39572)
C (-4.07189, -4.50246, -1.92650)
C (-4.77527, -5.65462, -2.24001)
C (-4.18649, -6.63763, -3.02107)
C (-2.88937, -6.47384, -3.48841)
C (-2.18022, -5.32594, -3.17547)
C (-2.02751, -3.02438, 0.58605)
C (-1.99903, -4.35885, 0.98089)
C (-2.16323, -4.68103, 2.31981)
C (-2.34064, -3.68168, 3.26900)
C (-2.37604, -2.35038, 2.88035)
C (-2.23289, -2.02446, 1.54033)
C (1.45578, 0.21864, -2.07767)
N (1.61445, 0.18700, -0.74914)
C (2.95816, 0.16178, -0.49556)
C (3.63061, 0.16156, -1.69913)
N (2.67215, 0.20301, -2.67767)
C (2.92735, 0.25941, -4.11046)
C (5.07584, 0.15371, -1.95770)
C (5.65837, -0.85521, -2.72353)
C (7.02731, -0.86319, -2.93461)
C (7.82066, 0.12964, -2.37717)
C (7.24633, 1.13034, -1.60722)
C (5.87708, 1.14510, -1.39588)
C (3.51124, 0.09055, 0.86463)
C (3.14938, 1.02606, 1.82957)
C (3.64697, 0.91907, 3.11980)
C (4.51338, -0.11257, 3.44919)
C (4.89943, -1.03177, 2.48256)
C (4.40360, -0.93053, 1.19252)
H (-1.81061, 2.17127, -4.43058)
H (-2.35614, 3.78247, -3.93094)
H (-0.62676, 3.47551, -4.17519)
H (-4.44684, 3.97125, -0.57338)
H (-5.60043, 6.15162, -0.71897)
H (-4.44988, 8.09313, -1.72152)
H (-2.14732, 7.86188, -2.57754)
H (-0.98307, 5.69484, -2.42393)
H (-1.05964, 4.81784, 1.25743)
H (-1.87283, 5.33335, 3.53681)
H (-3.40730, 3.78086, 4.68404)
H (-4.12370, 1.69151, 3.56271)
H (-3.31487, 1.17697, 1.29031)
H (-2.48906, -2.91637, -4.62729)
H (-1.68800, -1.34359, -4.81639)
H (-0.72464, -2.83932, -4.79340)
H (-4.53099, -3.73256, -1.31886)
H (-5.78566, -5.78404, -1.87651)
H (-4.73794, -7.53534, -3.26561)
H (-2.42813, -7.24471, -4.09061)
H (-1.15976, -5.21095, -3.52159)
H (-1.83411, -5.13575, 0.24595)
H (-2.14109, -5.71792, 2.62768)
H (-2.45633, -3.94418, 4.31174)
H (-2.52473, -1.56966, 3.61509)
H (-2.33028, -0.97907, 1.22445)
H (3.91321, 0.68819, -4.26559)
H (2.89820, -0.73851, -4.54515)
H (2.18148, 0.88956, -4.58780)
H (5.04400, -1.64453, -3.14102)
H (7.47743, -1.64801, -3.52732)
H (8.88974, 0.12048, -2.54086)
H (7.86644, 1.90177, -1.17132)
H (5.42630, 1.92360, -0.79323)
H (2.48490, 1.84171, 1.57045)
H (3.36295, 1.64844, 3.86739)
H (4.89945, -0.19429, 4.45653)
H (5.58955, -1.82626, 2.73428)
H (4.70264, -1.64614, 0.43599)
C (0.12142, 1.91073, 4.43601)
C (0.54858, 0.47765, 4.48864)
C (0.93570, -0.12990, 5.67438)
C (1.34833, -1.45674, 5.69412)
C (1.39599, -2.19840, 4.52576)
C (1.02347, -1.63534, 3.31108)
C (1.14800, -2.44912, 2.04934)
C (0.58976, -0.30611, 3.32392)
N (0.22205, 0.28298, 2.11340)
H (0.20672, 2.37010, 5.41843)
H (-0.91108, 2.00991, 4.09701)
H (0.73618, 2.47854, 3.73325)
H (0.91831, 0.44373, 6.59233)
H (1.64498, -1.91208, 6.62958)
H (1.73690, -3.22660, 4.55076)
H (0.55511, -3.36298, 2.08721)
H (2.19237, -2.69773, 1.86144)
H (0.83107, -1.91653, 1.12363)

Forces on the atoms, in the same order (eV/Å):
-0.59 -0.85 -1.42
0.02 -0.01 -0.08
0.03 -0.08 0.14
-0.06 0.19 0.01
0.14 -0.10 -0.06
0.02 0.03 -0.10
-0.03 -0.09 0.26
-0.01 0.04 0.00
0.06 0.00 -0.02
-0.01 -0.01 0.01
-0.03 0.03 0.00
0.03 0.03 -0.02
-0.02 -0.02 -0.01
-0.10 0.00 0.03
-0.02 -0.06 0.02
0.01 0.05 -0.03
-0.04 0.02 0.02
0.03 -0.04 -0.05
0.00 0.06 0.06
0.02 -0.09 -0.06
-0.07 -0.07 -0.01
0.48 0.34 -0.46
-0.21 -0.13 0.01
0.13 0.03 0.20
0.06 0.21 0.27
-0.02 -0.03 -0.12
-0.02 -0.10 -0.06
-0.01 -0.01 -0.01
-0.03 0.01 0.03
0.01 -0.04 -0.03
-0.01 -0.02 -0.01
-0.02 0.05 0.02
0.00 -0.10 -0.01
-0.08 0.08 0.02
0.00 -0.01 0.02
-0.01 -0.05 0.00
-0.02 0.12 0.01
0.23 -0.10 0.06
0.18 -0.02 0.04
-0.60 0.27 0.00
0.13 -0.11 -0.01
-0.08 0.05 0.19
-0.22 -0.03 0.17
0.03 0.00 -0.10
0.09 -0.01 -0.01
-0.02 0.03 0.00
0.02 -0.02 -0.02
0.03 -0.01 -0.01
0.01 0.02 0.02
0.00 -0.02 0.00
0.07 -0.05 0.05
0.09 0.01 0.00
0.02 0.05 -0.01
0.01 0.01 0.03
0.00 -0.02 -0.01
-0.04 0.03 0.02
0.01 0.02 -0.01
-0.01 0.00 -0.02
-0.02 0.00 -0.01
0.00 -0.01 0.00
0.00 0.00 0.00
0.00 0.00 0.00
0.00 0.00 0.00
0.01 -0.01 0.00
0.01 0.02 0.00
0.00 0.00 0.00
0.00 -0.01 0.00
0.00 0.01 0.02
0.01 0.01 -0.01
0.01 0.01 -0.02
0.01 -0.02 -0.03
-0.02 0.00 -0.01
0.00 0.01 0.00
0.00 0.01 0.00
0.00 0.00 0.00
0.00 0.00 0.00
0.00 0.01 0.00
0.00 -0.01 -0.01
0.01 0.00 0.00
-0.01 0.02 0.01
0.01 0.00 0.01
-0.12 0.09 0.00
-0.01 0.00 -0.02
0.01 0.02 -0.02
0.01 -0.02 -0.01
-0.01 0.00 0.00
0.00 0.00 0.00
0.00 0.00 0.00
0.00 0.00 0.00
-0.01 0.00 0.00
0.00 -0.02 -0.01
0.01 0.00 0.00
0.00 0.01 0.00
0.00 0.00 0.00
0.00 0.00 -0.01
-0.03 0.05 -0.09
0.06 -0.34 -0.02
0.01 -0.02 -0.06
0.00 0.04 0.03
0.02 -0.05 -0.09
0.02 0.09 0.17
-0.13 0.33 -0.05
-0.14 0.20 0.43
0.71 0.19 0.71
-0.01 0.03 0.01
0.03 -0.03 0.01
0.01 0.00 0.01
0.00 0.00 0.01
0.00 0.00 0.00
0.00 0.00 0.01
-0.02 0.02 0.01
0.01 -0.05 -0.01
0.04 -0.05 0.07